Entry 1:
A single C9H10BNO3S molecule at a distorted geometry, computed with ωB97M-V/def2-TZVPD.

```
25
Properties=species:S:1:pos:R:3:forces:R:3
B 2.41722 0.70931 -0.65587 -0.1651 -0.5163 -0.1283
C -1.69272 -0.99836 -0.41198 -1.1479 0.0610 0.0680
C 0.82207 -1.30379 -0.21393 -0.7227 0.1106 -0.3467
C 0.85415 1.21690 0.89796 1.0503 -1.6843 -0.1731
C -0.35853 -0.60741 -0.14736 1.0788 -0.0256 0.0469
C -0.27027 0.73346 0.41308 -0.7984 0.1177 0.2904
C -2.62222 -0.06211 -0.08642 1.1776 -0.1703 -0.1083
C -4.08051 -0.26151 -0.15970 -0.4277 -0.1608 -0.0479
C 2.05410 -0.66275 0.01891 -0.5733 1.6627 0.6613
C 3.10713 -1.37646 0.80393 -0.0427 0.1810 0.1993
N -4.82909 0.70993 0.41914 -0.0541 0.1749 0.0759
O -4.57238 -1.23081 -0.70334 0.0487 -0.0780 -0.0393
O 1.71962 1.12723 -1.75878 -0.2962 -0.0012 -0.5210
O 3.58815 1.30072 -0.26061 0.5766 0.1815 0.3667
S -1.90962 1.44209 0.47596 0.2301 0.0434 -0.1723
H -1.97472 -1.96375 -0.79599 -0.0911 -0.1329 -0.0355
H 0.80829 -2.37577 -0.35804 -0.0205 -0.1411 -0.0274
H 1.15644 2.20408 1.17589 0.0636 0.4631 -0.0246
H 3.50780 -2.18655 0.19216 0.0375 -0.0785 -0.0780
H 2.70261 -1.80877 1.71691 0.0370 -0.0698 0.0418
H 3.91897 -0.69786 1.04573 0.0864 -0.0592 0.0380
H -4.41079 1.48449 0.90486 -0.1015 -0.0528 0.0212
H -5.82858 0.60506 0.42018 0.0184 -0.0114 -0.0098
H 2.02337 1.93145 -2.17907 0.0566 0.1199 0.0019
H 3.86952 2.07119 -0.75364 -0.0202 0.0665 -0.0992
```
Forces are in eV/Å.

Output
Maximum force, eV/Å: 2.0
Relative energy (zero: lowest compared OMol25 entry of this formula, charge and spin), kcal per mole: 7.5
Net charge: 0

Atomic partial charges in e from the Mulliken method, atoms 1 to 6: number 1, B, carries 0.9138; number 2, C, carries -1.4187; number 3, C, carries -0.6040; number 4, C, carries -0.8523; number 5, C, carries 0.9998; number 6, C, carries 0.4755

Entry 2:
2 unconnected molecules or ions with the total composition C9H10BrF2IN2O6S2 at a distorted geometry, computed with ωB97M-V/def2-TZVPD.

```
33
Properties=species:S:1:pos:R:3:forces:R:3
C 0.09874 2.37179 -1.50953 -0.0541 -0.1720 0.7857
C -0.62102 2.49767 -0.05107 -0.3004 -0.7989 -1.4072
Br 0.10694 4.19616 0.75046 -0.3541 -0.9129 -0.0653
C -0.40146 1.20827 0.87985 0.4126 0.2169 -0.0571
C 1.17496 0.98556 1.10481 2.3764 -0.7722 0.5909
C 1.88599 1.66196 2.30314 -0.2551 -1.6736 -2.4834
N 3.31170 1.54952 2.56088 -2.1882 -1.8703 -3.4893
C 4.12891 0.76673 1.66095 -1.8539 -0.9414 -1.6717
I 6.29133 0.61774 1.96623 -2.0194 0.2639 -0.0785
C 3.54967 -0.01480 0.41930 -2.8250 2.1632 2.0968
C 2.01241 0.08030 0.11222 1.9605 2.3338 2.8313
C 1.30188 -0.66892 -1.13040 -3.0378 -2.9158 0.1442
O 0.40295 -1.51712 -0.91176 4.0919 3.9151 -0.3736
O 1.64140 -0.34350 -2.48100 0.8261 -0.5138 2.6655
H -0.25899 1.43594 -2.08082 0.1740 1.6162 0.8663
H -0.13785 3.34631 -2.05946 0.4443 -1.6155 0.5483
H 1.24614 2.24774 -1.39934 -1.8827 0.4929 -0.0799
H -1.75567 2.68793 -0.18242 2.0225 -0.3826 0.2949
H -0.87730 0.29243 0.35147 0.9211 1.4637 0.7633
H -0.98221 1.32637 1.86760 1.2105 -0.1100 -1.4053
H 1.22099 2.28230 3.01162 1.5454 -1.0574 -1.1577
H 3.67663 2.06798 3.37860 0.0700 -0.6377 -0.8581
H 4.21597 -0.64827 -0.26449 -0.8800 1.2408 1.4387
H 2.35154 -0.96963 -2.75394 -0.6838 0.4570 0.0266
N -2.96138 -3.40027 -1.02275 -0.2972 0.6090 -0.1473
S -3.74880 -3.97779 0.21300 -1.3557 -2.3529 3.0551
O -5.09920 -4.43654 -0.02121 1.0485 0.9102 -0.3750
O -3.49073 -3.38107 1.50494 0.0742 0.3127 -1.2794
F -2.98499 -5.37429 0.37432 0.4327 0.3794 -0.6438
S -3.53913 -2.01616 -1.48902 -0.6295 2.4408 -1.8952
O -3.07253 -1.60510 -2.79742 0.4273 -0.9578 1.1811
O -3.61444 -0.94653 -0.51550 0.4103 -1.0079 -0.0318
F -5.07245 -2.32271 -1.78925 0.1686 -0.1227 0.2109
```
Forces are in eV/Å.

Output
Maximum force, eV/Å: 5.7
Relative energy (zero: lowest compared OMol25 entry of this formula, charge and spin), kcal per mole: 114.1
Net charge: 0

Atomic partial charges in e from the Mulliken method, atoms 1 to 6: number 1, C, carries -0.9933; number 2, C, carries -0.1016; number 3, Br, carries -0.1586; number 4, C, carries -0.6224; number 5, C, carries 0.2993; number 6, C, carries -0.4400

Entry 3:
A single C9H10Cl2Si molecule at a distorted geometry, computed with ωB97M-V/def2-TZVPD.

```
22
Properties=species:S:1:pos:R:3:forces:R:3
C 4.03237 0.53372 0.06693 0.1898 0.2374 0.0369
C 2.73092 0.33647 0.05414 0.2187 0.1919 0.2086
C 1.99314 0.11647 1.32547 -0.4226 0.3467 0.6891
Si 0.19540 0.65664 1.24725 -0.4463 0.3736 1.7390
Cl 0.12836 2.72853 1.16461 0.1862 -0.2019 -0.3811
Cl -0.57482 0.29653 3.17605 0.2761 -0.1277 -0.3334
C -1.08795 -0.03657 0.09636 0.5432 -0.6171 1.6059
C -1.13228 0.45186 -1.16892 -0.4864 0.1555 -1.3601
C -2.06402 0.00238 -2.09096 -0.7957 -0.5049 0.5399
C -3.02124 -0.94318 -1.69797 0.4408 0.4452 -0.0560
C -2.95330 -1.45663 -0.41741 0.5519 -0.0873 1.1238
C -1.99678 -1.01226 0.50746 -0.2625 0.4222 -1.1665
H 4.58066 0.57018 0.99687 0.0376 -0.0873 0.1490
H 4.59688 0.72028 -0.81505 0.3070 0.0497 -0.6412
H 2.16293 0.36314 -0.86105 0.0206 -0.1457 -0.3896
H 2.49374 0.67293 2.17048 -0.6410 -0.5597 -0.7549
H 2.02082 -0.94660 1.58004 -0.1821 -0.0538 0.1142
H -0.49661 1.27323 -1.38849 0.5888 0.5348 -0.6384
H -2.11978 0.40325 -3.07494 0.0811 0.3860 -0.5745
H -3.85640 -1.21245 -2.34093 0.3719 -0.1036 -0.0721
H -3.62040 -2.22028 -0.06924 -0.5325 -0.1545 -0.0841
H -2.01164 -1.29764 1.53929 -0.0445 -0.4995 0.2455
```
Forces are in eV/Å.

Output
SMILES string: C=CC[Si](Cl)(Cl)c1ccccc1
Maximum force, eV/Å: 1.8
Relative energy (zero: lowest compared OMol25 entry of this formula, charge and spin), kcal per mole: 0.0
Net charge: 0

Atomic partial charges in e from the Mulliken method, atoms 1 to 6: number 1, C, carries -0.8983; number 2, C, carries -0.0613; number 3, C, carries -0.4836; number 4, Si, carries 0.6582; number 5, Cl, carries -0.2965; number 6, Cl, carries -0.3350

Entry 4:
A molecular structure, C9H10ClN5O2Pt at a distorted geometry, computed with ωB97M-V/def2-TZVPD.

```
28
Properties=species:S:1:pos:R:3:forces:R:3
Cl 1.62910 -3.37773 -1.62484 0.1956 -0.1270 0.0303
C 0.03299 1.51122 -1.87238 -0.3816 -0.4310 -0.3732
C -1.25613 1.65662 -1.24141 0.1110 -0.5101 -0.3468
C -1.92691 0.39408 -1.30273 0.0213 0.0159 -0.9940
H -1.64393 2.56625 -0.79613 0.0108 -0.1489 -0.1331
C -1.08354 -0.54450 -2.02264 -0.1020 0.6155 0.0750
C 0.14841 0.15782 -2.34735 -0.7150 0.2552 -0.3002
H 0.96918 -0.31770 -2.88698 -0.2012 0.4000 0.1560
H 0.77026 2.29650 -1.98924 -0.0766 -0.1441 -0.0249
H -2.92007 0.14145 -0.92542 0.3705 0.2483 -0.1170
C -1.44876 -1.92988 -2.45133 0.2836 -0.2358 0.1203
Pt 0.03481 -0.04959 -0.05048 0.1401 -0.6233 0.0651
C -1.02280 -0.81229 1.42987 -2.5637 -1.6889 4.3688
O -1.44717 -1.07373 2.47483 1.4954 0.8156 -3.3746
C 1.81245 -0.85058 0.30513 3.1442 -1.7817 0.1761
O 2.81133 -1.32154 0.59170 -1.9880 0.8934 -0.4356
H -2.17773 -2.38357 -1.75779 0.2719 0.1897 -0.3846
H -0.53687 -2.56463 -2.48970 -0.8399 0.4249 -0.1179
H -1.89486 -1.87544 -3.46030 0.1377 -0.0970 0.3741
N 3.29247 3.07801 2.93261 -2.7151 -0.9614 -1.7175
N 2.18059 2.68514 2.28480 1.0153 -0.2392 1.5572
N 1.02205 3.34379 2.43324 0.3588 0.3248 -0.3526
C 0.19988 2.57908 1.76120 -0.3688 2.1846 0.9503
N 0.78960 1.46169 1.31690 3.0349 -0.0660 0.6450
N 2.07650 1.49398 1.66202 -1.6103 0.8620 -0.3413
H 4.08791 2.47534 2.82196 0.6983 -0.1225 0.1236
H 3.16619 3.90325 3.49464 0.3010 0.4584 0.3947
H -0.81543 2.91957 1.59954 -0.0280 -0.5114 -0.0231
```
Forces are in eV/Å.

Output
Multiplicity: 5
Maximum force, eV/Å: 5.3
Net charge: +2
E, eV: -36784.4534

Atomic partial charges in e from the Mulliken method, atoms 1 to 6: number 1, Cl, carries -0.0074; number 2, C, carries -0.5406; number 3, C, carries -0.6093; number 4, C, carries -0.8437; number 5, H, carries 0.6542; number 6, C, carries 0.8169

> net charge of number 4 (C9H10ClN5O2Pt)?

+2

> Which value of net charge does entry 1 give?

0

> Which of these has the lowest maximum force?

C9H10Cl2Si